{
  "formula": "C75H166N10O10",
  "method": "wB97M-V/def2-TZVPD",
  "elements": ["O", "O", "O", "O", "O", "O", "O", "O", "O", "O", "N", "N", "N", "N", "N", "N", "N", "N", "N", "N", "C", "C", "C", "C", "C", "C", "C", "C", "C", "C", "C", "C", "C", "C", "C", "C", "C", "C", "C", "C", "C", "C", "C", "C", "C", "C", "C", "C", "C", "C", "C", "C", "C", "C", "C", "C", "C", "C", "C", "C", "C", "C", "C", "C", "C", "C", "C", "C", "C", "C", "C", "C", "C", "C", "C", "C", "C", "C", "C", "C", "C", "C", "C", "C", "C", "C", "C", "C", "C", "C", "C", "C", "C", "C", "C", "H", "H", "H", "H", "H", "H", "H", "H", "H", "H", "H", "H", "H", "H", "H", "H", "H", "H", "H", "H", "H", "H", "H", "H", "H", "H", "H", "H", "H", "H", "H", "H", "H", "H", "H", "H", "H", "H", "H", "H", "H", "H", "H", "H", "H", "H", "H", "H", "H", "H", "H", "H", "H", "H", "H", "H", "H", "H", "H", "H", "H", "H", "H", "H", "H", "H", "H", "H", "H", "H", "H", "H", "H", "H", "H", "H", "H", "H", "H", "H", "H", "H", "H", "H", "H", "H", "H", "H", "H", "H", "H", "H", "H", "H", "H", "H", "H", "H", "H", "H", "H", "H", "H", "H", "H", "H", "H", "H", "H", "H", "H", "H", "H", "H", "H", "H", "H", "H", "H", "H", "H", "H", "H", "H", "H", "H", "H", "H", "H", "H", "H", "H", "H", "H", "H", "H", "H", "H", "H", "H", "H", "H", "H", "H", "H", "H", "H", "H", "H", "H", "H", "H", "H", "H", "H", "H", "H", "H", "H", "H", "H", "H", "H", "H", "H", "H"],
  "xyz": [[5.256, 0.038, 0.496], [0.278, -0.537, -3.905], [-2.685, 1.211, -5.944], [-1.460, 6.848, -2.646], [-4.578, 6.354, 3.509], [0.559, -1.445, -0.665], [-0.742, -7.300, 0.517], [-5.014, -1.150, 6.398], [5.576, 0.939, 5.505], [2.368, -2.169, 6.233], [-1.221, -6.988, -0.773], [-0.538, 6.032, -3.208], [6.016, 3.741, 5.057], [4.740, -3.757, 6.273], [1.275, -0.783, 0.362], [-4.250, -1.956, 5.592], [1.129, -0.879, -4.968], [-2.759, 0.501, -4.786], [-4.225, 5.494, 2.505], [6.408, -3.092, 1.561], [2.569, 1.227, -4.887], [5.714, 1.522, 4.182], [0.693, 0.532, 0.782], [-1.538, -4.595, -0.099], [-2.171, -5.834, -0.716], [5.118, 3.651, 2.822], [-3.505, 5.063, 0.211], [5.239, -0.450, 5.478], [-0.177, -7.002, -1.810], [2.527, -2.783, 0.720], [1.107, -3.299, -4.127], [-4.226, 2.120, -3.481], [1.647, -1.750, 1.406], [-4.950, 7.056, 0.632], [5.189, 2.952, 4.206], [-3.667, 4.267, 3.067], [-3.814, 6.166, 1.244], [-2.066, -2.841, 5.004], [-3.321, -1.011, -2.424], [2.345, -3.510, 5.745], [-2.385, -1.778, 7.214], [7.720, -1.298, 2.125], [-4.660, 3.638, 4.069], [-2.536, -3.112, 3.573], [-3.561, 3.202, 1.963], [0.590, 5.725, -2.324], [-2.754, -5.606, -2.176], [0.068, 5.089, -0.983], [0.608, 1.518, -0.498], [2.000, -2.057, -4.617], [3.760, -3.737, 5.212], [1.461, 6.951, -1.927], [1.678, 0.266, -5.704], [-6.285, -3.011, 4.541], [6.051, -1.076, 0.197], [-2.854, 3.752, 0.682], [3.150, -1.778, -3.569], [-2.539, 7.080, 1.482], [-3.349, -0.870, -5.013], [1.916, 4.992, -4.388], [-0.370, 6.270, -4.696], [0.659, 5.240, -5.310], [1.106, -1.658, 6.612], [1.562, 1.238, 1.812], [0.986, -5.981, -1.719], [6.338, -1.673, 1.614], [-2.709, -1.547, -6.220], [-4.879, -2.346, 4.339], [-2.954, -1.724, -3.775], [0.559, 1.131, -6.248], [-1.721, -5.648, -3.319], [-2.335, 4.473, 3.778], [1.506, 4.625, -2.966], [-1.729, 2.383, -3.414], [3.385, -1.367, -6.675], [0.506, -8.393, -1.717], [-4.982, -1.172, 3.295], [-0.781, 0.460, 1.368], [4.674, 0.704, -0.542], [-2.822, -1.675, 5.704], [2.386, -0.294, -6.930], [2.693, -2.460, -5.931], [2.553, -0.978, 2.399], [-4.862, -0.839, -5.184], [-3.486, -6.217, 0.098], [-0.836, -6.853, -3.165], [0.503, -2.345, 2.267], [2.028, 0.339, 2.981], [3.862, -5.004, 4.371], [-1.682, 6.126, -5.457], [0.262, 7.693, -4.905], [-4.008, -3.413, 3.615], [-2.745, 0.384, -2.286], [-2.891, 1.328, -3.562], [-2.341, -0.289, 5.174], [6.388, -3.391, 2.525], [-3.072, -1.217, -7.193], [-2.956, 3.003, -0.104], [0.989, 2.040, 2.279], [-5.679, 3.513, 3.703], [-0.555, -0.306, -4.322], [6.881, 3.814, 4.540], [-3.312, 0.844, -1.476], [-4.136, -4.372, 4.117], [-1.570, 6.684, 1.789], [1.625, -6.127, -2.590], [1.443, -6.069, -0.734], [-1.006, -2.608, 4.902], [2.613, 4.242, -4.764], [2.465, 1.612, 1.330], [-0.662, -4.171, -0.590], [3.392, -3.275, -5.744], [4.630, 4.626, 2.837], [6.980, -0.752, -0.271], [2.836, -3.549, 1.431], [1.868, 6.738, -0.938], [-1.705, 0.360, -1.962], [-1.796, 3.842, 0.927], [-0.165, 0.405, -6.617], [-2.094, 5.151, -5.199], [6.275, 3.257, 5.906], [-1.761, 3.022, -4.296], [0.966, -3.180, 2.792], [-5.099, 1.469, -3.427], [-4.419, 4.693, -0.253], [0.622, -4.963, -1.856], [-0.558, 4.232, -1.230], [0.271, -3.390, -4.821], [-3.209, -6.434, 1.129], [-0.091, -6.737, -3.951], [8.499, -1.615, 1.431], [2.067, -4.271, 6.474], [-7.005, -2.252, 4.848], [2.156, -3.279, -0.177], [-4.396, 2.663, -4.410], [-0.135, 8.394, -4.171], [-2.280, -5.754, -4.249], [4.356, -0.705, 4.892], [1.007, 3.656, -2.975], [4.476, -2.974, 6.854], [-3.557, 1.593, -6.067], [3.790, -1.844, -7.567], [0.192, 2.471, -0.172], [-3.239, -4.630, -2.178], [2.820, 0.847, 3.532], [1.131, -8.615, -2.582], [-1.801, 3.529, 3.885], [-1.192, -4.697, -3.269], [-4.685, 4.301, 4.934], [1.569, -3.534, 4.980], [1.001, 5.560, -6.295], [2.812, -1.189, -2.716], [-0.459, 5.855, -0.414], [4.538, 2.950, 2.223], [1.737, -0.604, -7.749], [3.462, -2.383, 0.328], [-1.425, 5.996, -6.508], [1.666, -4.233, -4.082], [1.929, 1.572, -4.075], [-4.621, 7.458, -0.327], [2.461, 4.653, -2.442], [-4.209, 2.893, -2.712], [7.961, -1.697, 3.110], [-3.039, 2.289, 2.250], [-2.654, 7.897, 2.194], [-2.087, -3.736, 5.627], [1.340, 7.844, -4.847], [-2.972, -1.016, 7.726], [-1.338, -4.685, 0.969], [-5.905, -1.249, 2.720], [6.741, 1.290, 3.899], [0.659, -3.150, -3.145], [5.526, -1.394, 2.286], [-1.624, -1.444, -6.225], [-2.436, 7.700, 0.592], [-0.236, -9.191, -1.721], [-5.178, -0.019, -5.829], [-0.146, -2.854, 1.555], [0.064, 1.075, -1.332], [4.220, -1.077, -6.038], [-5.806, 6.432, 0.376], [-1.075, -8.199, 0.576], [-1.268, -0.107, 5.100], [-1.373, 1.356, 1.179], [0.499, -1.598, 5.709], [-3.907, -7.147, -0.285], [-1.400, -0.286, 0.872], [-3.724, 6.626, 3.852], [4.067, -2.877, 4.617], [5.519, -1.756, -0.468], [7.763, -0.212, 2.212], [5.141, 0.984, 3.427], [-5.437, -0.684, -4.271], [-0.072, 1.636, -5.517], [-6.706, -3.397, 3.612], [-0.755, 1.922, -3.248], [0.014, -1.684, 2.984], [-1.936, -3.969, 3.268], [-2.521, 5.013, 4.707], [-5.124, -1.615, 7.231], [0.853, 7.854, -1.968], [3.664, -2.703, -3.306], [-3.572, -6.292, -2.397], [-2.810, -2.631, -6.256], [-2.548, -0.234, 4.105], [2.463, 5.935, -4.370], [-4.564, 2.882, 1.679], [6.134, 3.744, 2.438], [-2.233, 6.277, -2.644], [1.114, -8.563, -0.828], [-5.248, 7.857, 1.309], [-6.293, -3.861, 5.224], [-4.370, 2.630, 4.364], [-1.637, 5.131, 3.262], [3.209, -5.050, 3.500], [1.266, -0.681, 7.070], [-1.369, -7.766, -3.431], [-5.101, -0.220, 3.813], [-2.800, 5.418, -0.540], [2.128, 7.264, -2.731], [-2.960, -1.587, -1.572], [-0.924, 0.296, 2.436], [3.912, -1.170, -4.058], [5.503, -3.415, 1.251], [4.994, -0.723, 6.504], [-2.211, -3.738, -0.120], [-4.193, -1.168, 2.544], [-4.289, -3.666, 2.593], [-4.316, -5.513, 0.023], [5.375, 1.151, -1.247], [3.954, 0.043, -1.025], [-2.414, 6.900, -5.226], [0.140, 4.293, -5.459], [1.588, 1.667, -0.951], [3.999, 1.438, -0.102], [-1.343, -1.654, 7.511], [-0.092, 8.071, -5.864], [-2.719, -2.739, 7.605], [2.010, -2.930, -6.638], [3.673, -5.934, 4.907], [-2.778, 0.463, 5.831], [4.513, -4.518, 6.897], [-3.597, -2.604, -3.785], [-1.933, 3.149, -2.665], [2.951, 0.580, -7.254], [3.494, -0.788, 1.883], [2.920, 2.080, -5.468], [0.782, 4.611, -0.311], [0.759, 1.816, -7.071], [-2.249, -2.293, 2.914], [6.105, -1.005, 5.117], [-1.914, -2.045, -3.716], [1.190, 0.071, 3.623], [-5.164, -1.744, -5.712], [4.886, -4.921, 4.006], [-4.401, -0.888, -2.343], [4.207, 2.895, 4.677], [2.850, -1.669, 3.188], [3.425, 0.810, -4.357], [1.087, -1.134, -1.404], [0.672, -2.308, 7.372]],
  "mulliken_charge": [-0.1405, 1.9447, -0.6623, -0.5710, -0.4723, 1.8201, -0.4576, -0.4940, -0.4953, -0.3815, 0.2861, 1.5631, -0.7691, -0.7846, 0.6407, 0.5135, 0.3827, 1.6975, 0.2120, -0.8310, -1.2922, 0.7459, 2.7701, -1.3855, 1.8335, -0.9204, -0.3528, -0.1696, 1.8977, -0.3079, -2.0868, -1.6215, 2.3482, -1.8791, 0.1893, 1.8725, 1.6623, 0.1944, -1.7463, -0.3515, -1.9738, -1.8995, -1.6695, 1.0254, -1.3154, 0.9553, -1.7470, -1.4116, -0.8548, 1.6762, 2.1433, -1.7906, 1.8776, -1.9822, -1.1609, 1.2080, -1.5973, -1.8852, 2.1492, -0.9868, 1.5001, -0.8776, -0.6464, -0.7708, -1.0913, 2.3886, -1.5251, 2.0473, -0.3721, -2.1161, 1.1821, -1.7438, 0.2257, -0.3726, -0.6606, -2.1940, -1.6604, -0.3350, -0.1570, 1.7007, -1.4955, -1.4691, 0.3362, -2.0172, -2.2570, -1.6895, -0.5406, -0.1531, -1.5146, -1.7321, -2.1034, -2.4102, 0.2727, 1.4659, -1.4850, 0.3073, 0.3082, -0.8449, 0.7984, 0.4200, -1.3299, 0.3247, 0.2241, 0.4748, 0.3047, 0.4920, 0.5586, -1.1582, 0.3892, -0.3565, -0.0785, 0.4070, 0.3392, 0.5053, 0.0561, 0.4914, -0.7552, 0.1075, 0.4829, 0.1741, 0.3097, 0.5028, 0.3516, 0.3136, 0.6543, -0.4504, -0.7345, 0.5320, 0.3571, 0.4174, 0.4310, 0.6646, 0.4365, -0.6378, 0.4449, 0.3463, 0.6187, -0.0668, -0.8786, 0.3142, 0.3274, 0.4700, -0.5207, 0.3968, 0.6559, 0.4145, 0.1488, -0.9998, 0.3978, -0.2278, 0.4890, -0.2402, 0.6794, -0.0465, 0.3263, -0.4987, 0.4804, 0.6181, 0.0200, 0.2874, 0.6317, 0.1286, 0.4143, 0.2195, 0.4825, 0.6889, 0.2853, 0.5820, 0.3068, 0.5297, 0.3790, -0.3518, -0.7692, 0.0409, 0.4785, 0.5157, 0.3335, -0.6239, -1.1124, 0.3519, 0.4341, 0.3746, 0.2415, -0.7126, -0.0938, 0.5590, -0.0224, 0.3800, -1.2279, 0.3361, 0.3528, -0.6987, 0.2931, -0.1429, 0.4063, -0.6282, -0.1328, 0.6189, 0.6021, 0.3428, 0.3742, 0.5287, 0.4810, 0.4265, 0.0057, 0.4691, 0.4981, 0.3755, 0.2540, 0.3608, 0.4032, 0.4308, 0.1306, 0.2965, 0.1410, 0.3750, 0.3805, 0.3393, -0.8301, 0.2636, 0.1670, -0.1411, 0.4170, 0.3149, 0.3194, 0.6079, 0.0775, 0.4455, 0.3303, 0.5329, -0.2999, 0.3822, -0.0241, 0.5479, -0.0390, 0.0972, 0.5378, 0.4862, 0.4828, 0.4493, 0.4942, 0.3212, 0.7296, -0.2043, 0.4697, -1.0368, 0.5687, 0.7658, 0.4763, -0.9881, 0.2775, -0.9183, -0.8756, 0.5214, 0.4048, 0.6661, 0.1427, -0.5514, 0.1224, -0.7221, 0.5089],
  "e_above_lowest_kcal_mol": 37.2,
  "spin_multiplicity": 1,
  "total_charge": 0,
  "fmax_ev_per_a": 4.0,
  "homo_energy_ha": -0.2972
}